Record 1
ORCA calculation (the ωB97M-V functional and the def2-TZVPD basis) on a 2-piece molecular cluster, C3H11N2 overall in a non-equilibrium geometry.

The energy relative to the best compared isomer or geometry (same formula, charge and spin) is 279.4 kJ/mol. The HOMO energy comes out at -13.737 eV. The value obtained for the HOMO-LUMO gap is 9.990 eV. Its total charge is +1.

Last column: natural (NBO) charge in e.
Atoms and positions in Å:
C  0.36  -2.26  -1.75  -0.4888
N  0.17  -0.82  -1.42  -0.6986
H  -0.43  -2.64  -2.40  0.2545
H  1.27  -2.47  -2.50  0.2504
H  0.83  -2.93  -0.93  0.2752
H  0.78  -0.42  -0.73  0.4636
H  -0.86  -0.81  -1.08  0.4667
H  0.15  -0.20  -2.34  0.4668
C  -0.25  2.61  1.50  -0.4582
C  -0.21  0.28  1.67  -0.1017
N  -0.45  1.29  0.91  -0.4104
H  -0.27  3.40  0.74  0.2248
H  0.48  2.66  2.29  0.2059
H  -1.25  2.71  1.89  0.2301
H  -0.57  -0.74  1.56  0.1607
H  0.23  0.34  2.59  0.1590

***

Record 2
ORCA calculation (the ωB97M-V functional and the def2-TZVPD basis) on a 2-piece molecular cluster, C4H10O2 overall.

The energy relative to the best compared isomer or geometry (same formula, charge and spin) is 392.1 kJ/mol. The HOMO energy comes out at -8.366 eV. The value obtained for the HOMO-LUMO gap is 9.205 eV.

Last column: natural (NBO) charge in e.
Atoms and positions in Å:
C  1.77  -0.80  -1.02  -0.6276
C  0.51  -1.17  -0.26  -0.0549
O  -0.32  -0.02  -0.14  -0.5806
C  -1.48  -0.27  0.63  -0.2569
C  -0.81  2.69  1.13  0.0953
O  -0.75  2.60  -0.17  -0.6522
H  1.53  -0.41  -2.01  0.2148
H  2.40  -1.69  -1.14  0.2199
H  2.35  -0.05  -0.48  0.2138
H  0.75  -1.54  0.74  0.1674
H  -0.05  -1.96  -0.79  0.1681
H  -1.21  -0.60  1.64  0.1758
H  -2.12  -1.03  0.15  0.1773
H  -0.23  1.81  1.52  0.0359
H  -2.04  0.66  0.70  0.2028
H  -0.29  1.79  -0.48  0.5011